Density functional theory data (wB97M-V/def2-TZVPD) for a molecular structure, C5H10O2.

Cartesian coordinates (Å):
C (1.38, -0.85, -0.43)
C (1.28, -0.34, 1.00)
O (0.33, 0.71, 1.05)
C (-0.80, 0.27, 0.34)
C (-1.82, 1.38, 0.21)
C (-0.33, -0.20, -1.03)
O (-0.96, -1.20, -1.64)
H (1.66, -1.92, -0.45)
H (0.27, -1.36, -1.10)
H (2.07, -0.30, -1.06)
H (0.96, -1.15, 1.67)
H (2.22, 0.07, 1.37)
H (-1.26, -0.61, 0.84)
H (-2.67, 1.04, -0.39)
H (-2.18, 1.70, 1.19)
H (-1.36, 2.25, -0.29)
H (0.05, 0.63, -1.64)

Results
ΔE to the lowest compared entry with this formula, charge and spin	4.910	eV
frontier orbital gap	0.375	Eh
E_HOMO	-9.2	eV
spin multiplicity	1

=====

Density functional theory data (wB97M-V/def2-TZVPD) for C5H10O2 in the gas phase.

Cartesian coordinates (Å):
C (1.81, 0.01, -0.71)
C (0.88, 0.24, 0.46)
O (0.18, 1.49, 0.34)
C (-1.11, 1.20, -0.17)
C (-1.53, -0.07, 0.56)
C (-0.21, -0.87, 0.63)
O (-0.13, -1.92, -0.32)
H (2.47, 0.87, -0.82)
H (1.25, -0.11, -1.64)
H (2.41, -0.89, -0.57)
H (1.47, 0.32, 1.38)
H (-1.08, 1.05, -1.27)
H (-1.75, 2.06, 0.05)
H (-1.85, 0.19, 1.58)
H (-2.33, -0.64, 0.07)
H (-0.11, -1.37, 1.60)
H (-0.37, -1.58, -1.18)

Results
ΔE to the lowest compared entry with this formula, charge and spin	1.377	eV
frontier orbital gap	0.394	Eh
SMILES string	C[C@H]1OCC[C@H]1O
E_HOMO	-9.9	eV
spin multiplicity	1

=====

Density functional theory data (wB97M-V/def2-TZVPD) for 2 unconnected molecules or ions with the total composition C5H10O2.

Cartesian coordinates (Å):
C (-2.42, -0.80, -0.21)
C (-1.64, 0.48, -0.48)
C (-0.26, 0.43, 0.12)
O (0.71, -0.29, -0.66)
C (0.88, 1.12, -0.47)
C (3.23, -0.12, 1.10)
O (2.72, -1.28, 0.77)
H (-3.41, -0.75, -0.67)
H (-1.89, -1.66, -0.63)
H (-2.55, -0.97, 0.87)
H (-1.53, 0.65, -1.56)
H (-2.16, 1.35, -0.06)
H (-0.19, 0.19, 1.19)
H (1.89, -1.09, 0.24)
H (1.74, 1.41, 0.13)
H (0.71, 1.71, -1.37)
H (4.17, -0.37, 1.67)

Results
ΔE to the lowest compared entry with this formula, charge and spin	4.879	eV
frontier orbital gap	0.343	Eh
E_HOMO	-8.3	eV
spin multiplicity	1

=====

Density functional theory data (wB97M-V/def2-TZVPD) for 2 unconnected molecules or ions with the total composition C5H10O2.

Cartesian coordinates (Å):
C (2.19, 1.05, -0.45)
O (0.79, 1.08, -0.28)
C (0.11, 0.07, -0.90)
C (0.09, -1.94, 1.46)
O (-0.17, -3.10, 1.27)
C (-1.20, -0.08, -0.77)
C (-2.08, 0.83, 0.05)
H (2.64, 0.18, 0.05)
H (2.46, 1.02, -1.52)
H (2.59, 1.96, -0.01)
H (0.72, -0.59, -1.52)
H (-0.65, -1.22, 1.85)
H (1.10, -1.52, 1.26)
H (-1.66, -0.91, -1.29)
H (-3.06, 0.95, -0.42)
H (-2.25, 0.42, 1.05)
H (-1.62, 1.81, 0.17)

Results
ΔE to the lowest compared entry with this formula, charge and spin	2.927	eV
frontier orbital gap	0.353	Eh
SMILES string	C/C=C\OC.C=O
E_HOMO	-8.8	eV
spin multiplicity	1

=====

Density functional theory data (wB97M-V/def2-TZVPD) for 2 unconnected molecules or ions with the total composition C5H10O2.

Cartesian coordinates (Å):
C (-2.52, 1.02, -0.72)
C (-1.06, 1.42, -0.94)
O (-0.17, 0.40, -0.65)
C (1.69, -0.80, 0.28)
C (2.16, -0.82, 1.69)
C (0.73, -1.66, -0.24)
O (0.26, -1.44, -1.38)
H (-2.69, 0.74, 0.32)
H (-3.20, 1.84, -0.98)
H (-2.76, 0.16, -1.35)
H (-0.91, 1.79, -1.97)
H (-0.80, 2.26, -0.27)
H (2.16, -0.11, -0.42)
H (3.25, -0.97, 1.74)
H (1.96, 0.15, 2.17)
H (1.67, -1.60, 2.28)
H (0.25, -2.39, 0.44)

Results
ΔE to the lowest compared entry with this formula, charge and spin	5.631	eV
frontier orbital gap (alpha / beta)	0.307 / 0.312	Eh
E_HOMO (alpha / beta)	-9.0 / -9.4	eV
spin multiplicity	1

=====

Density functional theory data (wB97M-V/def2-TZVPD) for C5H10O2 in the gas phase.

Cartesian coordinates (Å):
C (2.27, -0.44, -0.93)
C (0.74, -0.54, -1.15)
C (-0.05, -0.35, 0.20)
O (0.51, 0.78, 0.81)
C (-1.61, -0.03, 0.21)
C (-2.16, 1.01, 1.37)
O (-1.46, 1.50, 2.24)
H (2.81, -0.35, -1.88)
H (2.51, 0.44, -0.33)
H (2.69, -1.31, -0.42)
H (0.46, 0.25, -1.86)
H (0.54, -1.50, -1.65)
H (0.17, -1.28, 0.77)
H (-0.10, 1.04, 1.53)
H (-2.21, -0.94, 0.38)
H (-1.88, 0.36, -0.78)
H (-3.23, 1.33, 1.50)

Results
ΔE to the lowest compared entry with this formula, charge and spin	2.228	eV
frontier orbital gap	0.388	Eh
SMILES string	CC[C@@H](O)CC=O
E_HOMO	-9.8	eV
spin multiplicity	1